1.
C4H3NO in the gas phase. Source: the OMol25 dataset; level of theory: ωB97M-V/def2-TZVPD.

- HOMO: -10.378 eV
- SMILES string: N#C/C=C\C=O
- LUMO level: -1.3 eV
- Kohn-Sham gap: 9.1 eV
- Energy: -7730.2496 eV

```
9
Properties=species:S:1:pos:R:3:forces:R:3:lowdin_charge:R:1
N 1.97086 0.96338 -1.71691 0.4603 -0.0296 -0.3820 0.135
C 1.42166 0.53861 -0.80466 -1.6739 -0.4770 3.8869 -0.213
C 0.82789 0.06069 0.60768 1.7348 -0.6062 -3.1026 0.016
C -0.41759 -0.49842 0.69252 2.1168 2.2980 -0.8431 -0.086
C -1.43065 -0.11899 -0.30041 2.6262 0.9456 -1.9630 -0.154
O -0.79619 0.60955 -1.13103 -5.9826 -1.8060 0.5193 -0.048
H 1.71301 0.05904 1.28692 -1.4139 -0.4780 -0.0591 0.112
H -0.70078 -1.01032 1.50826 -0.7507 -1.6443 3.1111 0.052
H -2.58821 -0.60353 -0.14237 2.8830 1.7975 -1.1674 0.186
```
Forces are in eV/Å.


2.
2 unconnected molecules or ions with the total composition C4H12N2O2. Source: the OMol25 dataset; level of theory: ωB97M-V/def2-TZVPD.

- HOMO: -9.737 eV
- SMILES string: C[C@H](N)CC(N)=O.O
- LUMO level: 0.8 eV
- Kohn-Sham gap: 10.5 eV
- Energy: -11418.2131 eV

```
20
Properties=species:S:1:pos:R:3:forces:R:3:lowdin_charge:R:1
C 1.52286 0.54491 0.17506 1.0986 -1.8672 -0.8640 -0.070
C 0.20494 1.12094 -0.28015 -0.6303 0.5271 0.8628 -0.442
N 0.01913 2.48404 0.23512 0.1083 0.6335 0.5480 0.018
C -0.96924 0.21081 0.17000 -0.3420 -0.5694 -1.1126 -0.072
C -0.91291 -0.99007 -0.80437 -0.1217 0.0971 -0.4423 -0.523
N -1.51984 -0.81288 -2.03078 0.1858 0.4871 1.4273 0.159
O -0.27282 -2.00619 -0.62415 0.2138 -0.1170 0.6674 0.038
H 1.63560 -0.52282 -0.07841 -0.6758 -0.0035 0.3278 0.073
H 1.71072 0.61246 1.24405 -0.2199 0.2880 0.0826 0.087
H 2.41364 0.84767 -0.37504 -0.1221 1.1155 0.0649 0.077
H 0.07818 1.17515 -1.36040 0.5858 0.0829 -0.1287 0.127
H 0.89730 3.00570 0.19851 -0.1320 -0.1987 -0.6074 0.071
H -0.11335 2.48457 1.24737 -0.3934 -0.4263 -0.1394 0.072
H -0.89955 -0.06808 1.21683 0.2327 -0.3125 0.0482 0.112
H -1.97098 0.63852 0.03814 0.3773 0.5238 -0.0223 0.117
H -1.27180 -1.48322 -2.73110 -0.2590 -0.0509 -0.2830 0.106
H -2.11455 -0.02104 -2.19268 0.0451 -0.0765 -0.3436 0.100
O 0.37245 -2.42889 2.34801 -0.8528 0.6053 0.3426 -0.056
H -0.00060 -2.00490 1.56240 0.1033 -0.3340 -0.1079 -0.014
H 1.19083 -2.78668 2.04160 0.7982 -0.4043 -0.3207 0.019
```
Forces are in eV/Å.


3.
2 unconnected molecules or ions with the total composition C4H7NO2. Source: the OMol25 dataset; level of theory: ωB97M-V/def2-TZVPD.

- HOMO: -9.961 eV
- LUMO level: 0.7 eV
- Kohn-Sham gap: 10.7 eV
- Energy: -9844.2781 eV

```
14
Properties=species:S:1:pos:R:3:forces:R:3:lowdin_charge:R:1
C 0.58143 -2.86551 -0.39467 0.0807 -0.0660 -0.1923 -0.056
C -0.81136 -0.04869 1.09081 0.2073 0.4861 -0.1241 -0.040
O 0.46167 0.29514 0.98578 -0.1636 -0.1157 0.1073 -0.056
C 0.65415 1.55078 0.30032 -0.0572 0.0667 -0.1139 -0.062
C -0.75241 1.96177 -0.00135 0.0845 0.3581 -0.1945 -0.398
N -1.15768 2.99111 -0.59085 0.0517 -0.5612 0.3056 0.185
O -1.54643 0.93267 0.52216 0.0034 -0.0614 -0.0185 0.023
H 0.34253 -3.88368 -0.72050 0.0573 0.2172 0.0952 0.017
H 1.54781 -2.86022 0.11745 -0.1809 -0.0121 -0.0597 0.020
H 0.64193 -2.21721 -1.27627 -0.0209 -0.1211 0.1708 0.017
H -0.19321 -2.49359 0.27531 0.0839 -0.0762 -0.0463 -0.013
H 1.24064 1.36882 -0.60419 -0.0929 0.0806 0.1633 0.143
H 1.16594 2.26407 0.95268 -0.0843 -0.2085 -0.0956 0.143
H -2.17502 3.00455 -0.65666 0.0309 0.0135 0.0027 0.077
```
Forces are in eV/Å.


4.
6 unconnected molecules or ions with the total composition C36H39F40NO8. Source: the OMol25 dataset; level of theory: ωB97M-V/def2-TZVPD.

- HOMO: -9.621 eV
- SMILES string: FC(F)C(F)(F)COC(F)(F)C(F)F.FC(F)C(F)(F)COC(F)(F)C(F)F.FC(F)C(F)(F)COC(F)(F)C(F)F.FC(F)C(F)(F)COC(F)(F)C(F)F.FC(F)C(F)(F)COC(F)(F)C(F)F.CC(=O)OCCCCC[C@H]1CCNC1=O
- LUMO level: 0.3 eV
- Kohn-Sham gap: 10.0 eV
- Energy: -164535.2760 eV

```
124
Properties=species:S:1:pos:R:3:forces:R:3:lowdin_charge:R:1
F -6.61015 -4.97056 -3.68142 0.0155 0.1049 0.0796 0.098
C -5.71225 -5.91304 -4.02893 0.0025 -0.0927 -0.1038 -0.309
F -6.37280 -7.07833 -4.20557 0.0025 0.0224 0.0072 0.101
C -4.66642 -6.10811 -2.92686 -0.0969 0.0526 0.2720 -0.442
F -5.26016 -6.57249 -1.80840 -0.0005 0.0311 -0.0491 0.139
F -3.84190 -7.08741 -3.39999 0.0541 -0.0110 -0.0559 0.103
C -3.74778 -4.92419 -2.58617 0.5488 0.1274 -0.0992 -0.032
O -4.07722 -4.15980 -1.43958 -0.5185 -0.2703 0.0858 0.055
C -4.86666 -3.05191 -1.49137 0.3782 -0.0398 -0.2251 -0.541
F -5.20628 -2.70658 -2.74312 -0.1203 -0.0826 -0.0209 0.160
F -4.14031 -2.01841 -0.98723 -0.0366 0.1070 0.1065 0.124
C -6.09964 -3.21632 -0.59600 -0.1539 -0.0651 0.1696 -0.270
F -6.83957 -4.25817 -1.01500 -0.0025 0.0072 -0.0662 0.110
F -6.86493 -2.09854 -0.66952 0.1441 -0.0577 -0.0344 0.080
H -5.23377 -5.63256 -4.97098 -0.0004 0.0247 0.0118 0.173
H -2.79727 -5.38572 -2.32411 -0.0076 -0.0125 0.0035 0.151
H -3.56152 -4.29467 -3.45623 -0.1993 0.0043 -0.0401 0.149
H -5.80009 -3.38217 0.44078 0.0565 0.0361 -0.0159 0.180
F 7.22478 2.12461 -0.23891 -0.0800 -0.0073 0.0618 0.086
C 7.87333 1.51877 -1.25581 0.1663 0.0093 -0.0913 -0.300
F 8.12215 2.45479 -2.20029 -0.0094 -0.0079 0.0174 0.096
C 7.02460 0.40510 -1.87948 -0.3823 0.0453 0.0034 -0.438
F 5.91294 0.93529 -2.43097 0.0592 -0.0037 0.0361 0.137
F 7.79245 -0.08889 -2.89409 0.1168 -0.0360 0.0084 0.103
C 6.66186 -0.80282 -1.00216 0.1821 -0.6164 0.1244 -0.036
O 5.36641 -0.82551 -0.42871 -0.0439 0.5074 -0.1279 0.058
C 5.10327 -0.26069 0.78809 0.1414 -0.2763 -0.0271 -0.544
F 6.21316 0.18379 1.40369 0.0284 0.0703 -0.0340 0.153
F 4.56274 -1.21345 1.57932 -0.0031 -0.0463 0.0639 0.150
C 4.05737 0.84654 0.65853 -0.2797 0.0884 -0.0118 -0.280
F 4.50708 1.81333 -0.17331 0.0611 0.0887 0.0127 0.086
F 3.84087 1.40597 1.87115 0.0440 -0.0001 0.0014 0.105
H 8.82503 1.12150 -0.89390 -0.0190 -0.0102 0.0293 0.174
H 6.65953 -1.65376 -1.68151 -0.0176 0.0504 -0.0653 0.149
H 7.43539 -1.01287 -0.26219 0.0218 0.2235 0.0482 0.136
H 3.11774 0.45410 0.26795 0.0374 -0.1262 0.0686 0.151
F -10.18521 0.31208 0.59975 -0.1298 -0.0779 0.0518 0.101
C -9.55366 -0.36353 -0.37980 0.2017 0.1465 -0.0371 -0.307
F -9.34239 0.49520 -1.40818 -0.0070 -0.0182 -0.0033 0.091
C -10.40276 -1.52932 -0.89091 -0.3127 0.0535 0.0204 -0.440
F -11.54156 -1.06344 -1.44626 0.0423 0.0054 0.0486 0.137
F -9.65791 -2.09444 -1.88573 0.0635 -0.0374 -0.0242 0.099
C -10.71912 -2.67116 0.08718 0.1697 -0.5478 0.0601 -0.038
O -11.99573 -2.66963 0.69811 -0.0899 0.4953 -0.2132 0.051
C -12.23414 -2.07422 1.90419 0.0535 -0.2727 -0.0343 -0.551
F -11.11738 -1.60180 2.47928 0.0756 0.1141 -0.0484 0.157
F -12.73866 -3.02104 2.73080 0.0122 -0.0434 0.0920 0.140
C -13.31165 -0.99011 1.78556 -0.0893 0.0229 0.0074 -0.289
F -12.91432 -0.02358 0.93771 0.0625 0.0184 -0.0023 0.104
F -13.50848 -0.43969 3.00390 -0.0111 0.0193 0.0078 0.100
H -8.58629 -0.71296 -0.01693 -0.0101 0.0005 0.0392 0.150
H -10.73033 -3.56302 -0.53771 0.0011 0.0090 -0.0119 0.150
H -9.91830 -2.80697 0.81450 0.0072 0.2054 0.0258 0.147
H -14.24455 -1.42824 1.42652 0.0046 -0.0153 0.0027 0.175
F 6.95509 7.31410 0.43738 -0.0321 0.0145 0.1293 0.099
C 6.58098 6.43390 -0.51106 0.0541 -0.0574 -0.1374 -0.306
F 6.49522 7.09683 -1.68715 0.0051 0.0017 0.0182 0.097
C 5.21229 5.82632 -0.19279 -0.2045 0.1549 0.1507 -0.437
F 4.26638 6.78985 -0.20897 0.0599 -0.0092 0.0110 0.136
F 4.95800 4.98073 -1.23449 0.0299 -0.0680 -0.0365 0.101
C 5.07790 4.97192 1.07650 -0.0818 -0.5973 0.1148 -0.038
O 4.49506 5.58333 2.21368 0.0286 0.4951 -0.2665 0.053
C 5.23409 6.22960 3.16218 -0.0824 -0.2830 0.0210 -0.551
F 6.55623 6.12137 2.95425 0.0665 0.0612 -0.1074 0.156
F 4.96896 5.64373 4.35392 0.0416 -0.0438 0.0837 0.141
C 4.80396 7.69449 3.30144 -0.0519 0.0583 0.0436 -0.288
F 4.98870 8.35158 2.14120 0.0588 -0.0132 -0.0453 0.103
F 5.56400 8.28168 4.25249 0.0038 0.0230 0.0089 0.099
H 7.33725 5.64984 -0.60325 -0.0039 -0.0038 0.0241 0.171
H 4.36353 4.19718 0.80369 0.0028 0.0101 -0.0069 0.132
H 6.00853 4.45695 1.31631 0.1071 0.1821 -0.0259 0.146
H 3.75224 7.74980 3.58755 -0.0013 -0.0143 0.0032 0.175
F 9.63579 -2.74907 0.26943 0.0152 0.0337 0.0732 0.086
C 9.59920 -4.00693 -0.21981 -0.0292 0.0452 -0.3043 -0.298
F 8.64280 -4.04105 -1.17813 -0.0293 -0.0361 0.0429 0.093
C 9.24375 -5.01815 0.87309 -0.1696 0.1501 0.2354 -0.445
F 7.99038 -4.79149 1.31354 0.0115 -0.0080 -0.0760 0.139
F 9.25068 -6.22817 0.24500 0.1049 -0.0667 -0.0211 0.106
C 10.20412 -5.13526 2.06792 0.2721 -0.2948 0.1965 -0.037
O 9.81605 -4.45656 3.24849 -0.2896 0.1726 -0.2443 0.050
C 10.16487 -3.15826 3.50110 0.0682 -0.1753 0.0705 -0.549
F 11.00923 -2.66248 2.58040 -0.0257 0.0227 -0.0678 0.152
F 10.80760 -3.12954 4.68826 0.0838 0.0109 0.0595 0.148
C 8.91755 -2.27622 3.65928 -0.0525 -0.0046 0.0794 -0.282
F 8.18069 -2.30949 2.53056 0.0197 0.0907 -0.0598 0.093
F 9.30537 -1.00293 3.88470 0.0020 0.0014 -0.0348 0.104
H 10.55891 -4.24197 -0.68648 0.0287 -0.0263 0.0915 0.174
H 10.17321 -6.18690 2.34788 -0.0282 -0.0079 -0.0210 0.150
H 11.23263 -4.91313 1.78300 -0.0598 0.1697 -0.0923 0.148
H 8.31016 -2.62973 4.49398 0.0265 -0.0064 0.0163 0.177
C -1.28747 -0.53398 1.03945 0.1188 -0.3426 0.0906 0.033
C -0.32850 -0.31407 -0.09314 0.2677 -0.5031 -0.1216 -0.530
O -0.39587 -0.87046 -1.15778 -0.1889 0.3008 0.0862 0.117
O 0.66800 0.57057 0.20567 -0.5001 0.7029 0.0248 -0.044
C 0.92647 1.48935 -0.88323 0.1839 -0.3357 -0.9555 -0.167
C -0.27767 2.37459 -1.21759 0.4200 -0.0031 0.6177 -0.162
C -0.90886 3.02906 0.01913 -0.0388 0.4663 -0.2229 -0.178
C -2.34458 3.55898 -0.17709 -0.1160 -0.2974 0.4274 -0.176
C -3.23354 2.69389 -1.07789 -0.0425 0.2802 -0.0305 -0.164
C -4.72553 2.81089 -0.73711 -0.8223 0.4050 -0.8160 -0.228
C -5.60187 2.33993 -1.90590 0.1258 -0.4702 -0.7191 -0.128
C -5.52723 0.81007 -1.78533 0.4004 -0.0621 0.2773 -0.180
N -5.49365 0.61898 -0.32906 0.1051 0.2333 -0.1004 0.071
C -5.14221 1.80366 0.32164 -0.1337 0.2501 0.4324 -0.448
O -5.20010 1.97258 1.52044 0.4497 -0.2046 -0.3227 0.083
H -2.08160 0.21711 0.99898 0.1535 0.0650 0.0541 0.083
H -0.76953 -0.46967 1.99577 -0.1030 0.1352 -0.0084 0.095
H -1.74564 -1.51646 0.93050 0.0213 0.0627 -0.0217 0.085
H 1.15798 0.87902 -1.76254 0.0713 0.1488 0.0432 0.125
H 1.82005 2.07724 -0.67137 -0.1393 -0.1012 0.5318 0.115
H 0.10274 3.17957 -1.85255 -0.1524 -0.2063 -0.2911 0.127
H -0.97562 1.75901 -1.78324 -0.1066 0.1684 -0.0222 0.098
H -0.89451 2.36947 0.88591 0.0074 -0.2180 -0.1306 0.102
H -0.26868 3.87782 0.28595 -0.0514 -0.1173 0.1632 0.116
H -2.34396 4.59398 -0.53146 0.0284 -0.1236 -0.1490 0.115
H -2.81907 3.59273 0.81097 0.0917 0.0649 -0.0562 0.113
H -3.11691 3.00900 -2.12065 0.0798 -0.1168 0.0474 0.124
H -2.93119 1.64329 -1.04303 -0.0008 -0.0260 0.0974 0.106
H -4.98876 3.84158 -0.49255 0.1618 -0.1067 0.3662 0.152
H -6.63142 2.69835 -1.84088 0.0190 -0.1164 0.3186 0.119
H -5.25496 2.63632 -2.90007 0.1930 0.1706 0.1990 0.116
H -4.59216 0.42682 -2.21188 -0.1318 0.1042 -0.2075 0.110
H -6.35550 0.28299 -2.26294 -0.0392 0.0766 0.2025 0.110
H -4.99969 -0.18895 0.01802 -0.4132 -0.1822 0.1444 0.107
```
Forces are in eV/Å.